## 1
This record from the Open Molecules 2025 dataset describes C5H10ClN in the gas phase. The level of theory is wB97M-V/def2-TZVPD.

Bonds (Å) are listed after each position.
Atoms and positions in Å:
1 C -0.6903 1.0334 -0.3397  C2 1.497, C5 1.569, N6 1.262
2 C -1.1537 0.8882 1.0764  C1 1.497, H8 1.008, H9 1.086, H10 1.155
3 C -0.2114 -1.5288 -0.5147  C5 1.496, H11 1.086, H12 1.087, H13 1.113
4 C 1.5748 0.3572 -0.2530  C5 1.577, H14 1.070, H15 1.157, H16 1.070
5 C 0.2100 -0.1378 -0.8677  C1 1.569, C3 1.496, C4 1.577, Cl7 1.842
6 N -1.0733 2.0238 -1.0209  C1 1.262, H17 1.068
7 Cl 0.2373 0.0132 -2.7031  C5 1.842
8 H -0.3972 0.4531 1.5817  C2 1.008
9 H -2.0995 0.3803 1.2406  C2 1.086
10 H -1.1998 1.9386 1.5540  C2 1.155
11 H -0.5245 -1.4690 0.5240  C3 1.086
12 H -1.1286 -1.6368 -1.0878  C3 1.087
13 H 0.7038 -2.1538 -0.6182  C3 1.113
14 H 2.0465 -0.5048 0.1713  C4 1.070
15 H 1.2707 1.1648 0.5182  C4 1.157
16 H 2.1259 0.8299 -1.0389  C4 1.070
17 H -0.7648 1.8559 -2.0294  N6 1.068

Structure (SMILES): [H]/N=C(/C)C(C)(C)Cl
Molar mass in g/mol: 119.59
HOMO in hartree: -0.360

Okay, here come the natural (NBO) numbers, in e, for every atom: C 0.275; C -0.682; C -0.650; C -0.623; C -0.007; N -0.613; Cl -0.094; H 0.202; H 0.240; H 0.241; H 0.221; H 0.240; H 0.230; H 0.212; H 0.224; H 0.240; H 0.344

***

## 2
This record from the Open Molecules 2025 dataset describes 2 unconnected molecules or ions with the total composition C5H10ClN. The level of theory is wB97M-V/def2-TZVPD.

Bonds (Å) are listed after each position.
Atoms and positions in Å:
1 C -0.1095 1.0603 -0.2195  C2 1.467, C5 1.494, N6 1.267
2 C -0.4492 1.7267 1.0430  C1 1.467, H8 1.184, H9 1.086, H10 1.144
3 C 0.4161 -1.1465 -1.3677  C5 1.451, H11 1.184, H12 1.119, H13 0.997
4 C -0.4006 -1.2922 0.9747  C5 1.509, H14 1.190, H15 1.147, H16 1.083
5 C 0.0824 -0.4195 -0.1575  C1 1.494, C3 1.451, C4 1.509
6 N -0.1746 1.7791 -1.2614  C1 1.267, H17 1.015
7 Cl 2.3908 -0.2138 0.6218  no bonds
8 H 0.5306 2.2711 1.4231  C2 1.184
9 H -0.9534 1.0526 1.7298  C2 1.086
10 H -1.1798 2.5838 0.8415  C2 1.144
11 H -0.3620 -1.0779 -2.2578  C3 1.184
12 H 1.3025 -0.6756 -1.8631  C3 1.119
13 H 0.4826 -2.1350 -1.2530  C3 0.997
14 H 0.0025 -2.3971 0.7923  C4 1.190
15 H -1.5371 -1.1540 1.0397  C4 1.147
16 H -0.0298 -1.1463 1.9816  C4 1.083
17 H -0.0115 1.1843 -2.0676  N6 1.015

Molar mass in g/mol: 119.59
HOMO in hartree: -0.365

Okay, here come the natural (NBO) numbers, in e, for every atom: C 0.185; C -0.677; C -0.720; C -0.711; C 0.345; N -0.535; Cl -0.441; H 0.265; H 0.215; H 0.243; H 0.243; H 0.277; H 0.231; H 0.243; H 0.243; H 0.272; H 0.323

***

Quick one: most stable of them? 1

***

## 1
This record from the Open Molecules 2025 dataset describes C11H14N2O2 in the gas phase. The level of theory is wB97M-V/def2-TZVPD.

Bonds (Å) are listed after each position.
Atoms and positions in Å:
1 C 0.0185 0.5708 -3.5040  C2 1.322, C3 1.435, H16 1.073
2 C -0.9061 1.1868 -2.7869  C1 1.322, C4 1.479, H17 1.067
3 C 0.8864 -0.4560 -3.0031  C1 1.435, C5 1.355, H18 1.114
4 C -1.0633 0.8836 -1.3477  C2 1.479, C6 1.533, O15 1.491, H19 1.143
5 C 0.6853 -0.9205 -1.7463  C3 1.355, C6 1.463, H20 1.137
6 C -0.5612 -0.5400 -1.0812  C4 1.533, C5 1.463, C8 1.375
7 C 0.8934 0.8179 2.3089  C9 1.564, N12 1.507, H21 1.182, H22 1.156
8 C -0.9723 -1.3138 -0.0218  C6 1.375, C10 1.630, H23 1.076
9 C 0.8354 2.1249 1.4513  C7 1.564, N13 1.333, H24 1.158
10 C 0.1512 -1.4980 1.1445  C8 1.630, C11 1.601, N12 1.479, H25 1.060
11 C -0.6334 -1.8322 2.4999  C10 1.601, H26 1.122, H27 1.090, H28 1.003
12 N 1.0907 -0.3931 1.4337  C7 1.507, C10 1.479, H29 1.121
13 N -0.2530 1.9242 0.7089  C9 1.333, O14 1.238, O15 1.379
14 O -1.3360 1.5603 1.1855  N13 1.238
15 O -0.2206 1.9095 -0.6692  C4 1.491, N13 1.379
16 H 0.2705 1.0818 -4.4133  C1 1.073
17 H -1.5820 1.9319 -3.1411  C2 1.067
18 H 1.8490 -0.8109 -3.4374  C3 1.114
19 H -2.1664 1.0800 -1.1225  C4 1.143
20 H 1.2008 -1.9213 -1.5885  C5 1.137
21 H 1.8961 0.9538 2.9191  C7 1.182
22 H 0.0352 0.6039 3.0530  C7 1.156
23 H -1.9430 -1.2035 0.4291  C8 1.076
24 H 1.7517 2.5271 0.8695  C9 1.158
25 H 0.7411 -2.3258 0.8450  C10 1.060
26 H -1.3697 -1.0470 2.8167  C11 1.122
27 H 0.0911 -2.0868 3.2731  C11 1.090
28 H -1.2120 -2.6299 2.3121  C11 1.003
29 H 1.8229 -0.1778 0.6127  N12 1.121

Structure (SMILES): C[C@H]1/C=C2\C=CC=C[C@@H]2O/[N+]([O-])=C/CN1
Molar mass in g/mol: 206.25
HOMO in hartree: -0.300

Okay, here come the natural (NBO) numbers, in e, for every atom: C -0.216; C -0.177; C -0.227; C 0.007; C -0.224; C -0.067; C -0.245; C -0.117; C -0.158; C -0.035; C -0.613; N -0.676; N 0.401; O -0.457; O -0.372; H 0.218; H 0.212; H 0.223; H 0.231; H 0.223; H 0.200; H 0.246; H 0.194; H 0.210; H 0.198; H 0.216; H 0.220; H 0.205; H 0.380

***

## 2
This record from the Open Molecules 2025 dataset describes C11H14N2O2 in the gas phase. The level of theory is wB97M-V/def2-TZVPD.

Bonds (Å) are listed after each position.
Atoms and positions in Å:
1 C -3.0876 -1.2434 1.6085  H12 1.256, H13 1.178, H14 1.207, O28 1.524
2 C -3.3026 0.3038 -0.3523  C3 1.690, H15 1.109, H16 1.134, O28 1.282
3 C -2.1182 -0.2050 -1.4456  C2 1.690, H17 1.021, H18 1.155, N26 1.536
4 C 1.1504 -1.1614 -0.3658  C5 1.457, C9 1.469, N27 1.299
5 C 2.2764 -2.0857 -0.3495  C4 1.457, C6 1.387, H19 1.109
6 C 3.5104 -1.6152 0.0731  C5 1.387, C7 1.310, H20 1.060
7 C 3.7383 -0.3335 0.2231  C6 1.310, C8 1.477, H21 1.182
8 C 2.6630 0.6514 0.4593  C7 1.477, C9 1.428, H22 1.332
9 C 1.3469 0.2074 0.1294  C4 1.469, C8 1.428, C10 1.360
10 C 0.0848 0.6590 -0.0980  C9 1.360, N26 1.401, O29 1.253
11 C 0.9331 2.7453 0.0860  H23 1.149, H24 1.206, H25 1.207, O29 1.444
12 H -1.9196 -1.6255 1.3471  C1 1.256
13 H -4.0399 -1.8787 1.8872  C1 1.178
14 H -3.1670 -0.3515 2.4185  C1 1.207
15 H -4.0375 0.5066 -1.1580  C2 1.109
16 H -3.2601 1.3347 0.1180  C2 1.134
17 H -1.9359 0.4003 -2.2475  C3 1.021
18 H -2.3882 -1.1610 -2.0355  C3 1.155
19 H 1.9683 -3.1296 -0.5635  C5 1.109
20 H 4.4556 -2.0886 0.1569  C6 1.060
21 H 4.8384 0.0081 0.4891  C7 1.182
22 H 3.1622 1.8604 0.2088  C8 1.332
23 H 0.8106 3.8822 -0.0285  C11 1.149
24 H 0.9838 2.6506 1.2876  C11 1.206
25 H 1.9423 2.2586 -0.3617  C11 1.207
26 N -0.8054 -0.2698 -0.6516  C3 1.536, C10 1.401, N27 1.384
27 N -0.0336 -1.4026 -0.8418  C4 1.299, N26 1.384
28 O -3.5936 -0.7940 0.2429  C1 1.524, C2 1.282
29 O -0.1755 1.8772 -0.2360  C10 1.253, C11 1.444

Structure (SMILES): COCCn1nc2ccccc2c1OC
Molar mass in g/mol: 206.24
HOMO in hartree: -0.262

Okay, here come the natural (NBO) numbers, in e, for every atom: C -0.309; C -0.038; C -0.232; C 0.131; C -0.173; C -0.267; C -0.221; C -0.188; C -0.281; C 0.501; C -0.298; H 0.242; H 0.227; H 0.186; H 0.167; H 0.187; H 0.186; H 0.247; H 0.227; H 0.223; H 0.210; H 0.215; H 0.219; H 0.179; H 0.219; N -0.204; N -0.315; O -0.564; O -0.474

***

Quick one: most stable of them? 2

***

## 1
This record from the Open Molecules 2025 dataset describes C4H5ClOS in the gas phase. The level of theory is wB97M-V/def2-TZVPD.

Bonds (Å) are listed after each position.
Atoms and positions in Å:
1 C -0.5670 1.8464 -1.7936  C2 1.329, H8 1.075, H9 1.077
2 C 0.2945 1.0303 -1.1960  C1 1.329, C3 1.479, Cl7 1.722
3 C -0.1242 0.1309 -0.0993  C2 1.479, O5 1.205, S6 1.762
4 C 0.2273 -1.7523 1.8007  S6 1.810, H10 1.084, H11 1.086, H12 1.086
5 O -1.2471 0.0596 0.3320  C3 1.205
6 S 1.1812 -0.8618 0.5459  C3 1.762, C4 1.810
7 Cl 1.9567 0.9490 -1.6391  C2 1.722
8 H -0.2775 2.5071 -2.5904  C1 1.075
9 H -1.5942 1.8522 -1.4703  C1 1.077
10 H 0.9120 -2.4252 2.3046  C4 1.084
11 H -0.5685 -2.3035 1.3091  C4 1.086
12 H -0.1933 -1.0327 2.4964  C4 1.086

Structure (SMILES): C=C(Cl)C(=O)SC
Molar mass in g/mol: 136.60
HOMO in hartree: -0.353

Okay, here come the natural (NBO) numbers, in e, for every atom: C -0.306; C -0.164; C 0.348; C -0.740; O -0.554; S 0.236; Cl 0.034; H 0.216; H 0.231; H 0.230; H 0.234; H 0.234

***

## 2
This record from the Open Molecules 2025 dataset describes 2 unconnected molecules or ions with the total composition C4H5ClOS. The level of theory is wB97M-V/def2-TZVPD.

Bonds (Å) are listed after each position.
Atoms and positions in Å:
1 C -3.5075 1.5430 -0.1434  C2 1.311, H8 1.158, H9 1.091
2 C -2.7422 0.4828 -0.0496  C1 1.311, Cl7 1.663
3 C -0.2938 0.1443 -0.5257  O5 1.203, S6 1.665
4 C 1.7701 -1.3060 -0.2524  S6 1.786, H10 1.061, H11 1.201, H12 1.101
5 O 0.3157 1.0899 -0.9517  C3 1.203
6 S -0.0073 -1.4540 -0.1554  C3 1.665, C4 1.786
7 Cl -3.2728 -1.0775 0.1734  C2 1.663
8 H -4.5602 1.4271 0.3241  C1 1.158
9 H -3.1958 2.5887 -0.1381  C1 1.091
10 H 2.2116 -1.3235 -1.2170  C4 1.061
11 H 2.4275 -2.1251 0.3307  C4 1.201
12 H 2.1104 -0.3253 0.1144  C4 1.101

Molar mass in g/mol: 136.60
HOMO (spin up / spin down) in hartree: -0.309 / -0.302

Okay, here come the natural (NBO) numbers, in e, for every atom: C -0.529; C -0.123; C 0.382; C -0.794; O -0.506; S 0.380; Cl 0.024; H 0.207; H 0.230; H 0.233; H 0.250; H 0.245

***

Quick one: most stable of them? 1

***

## 1
This record from the Open Molecules 2025 dataset describes a gas-phase ion, H3N2O2S (charge -1). The level of theory is wB97M-V/def2-TZVPD.

Bonds (Å) are listed after each position.
Atoms and positions in Å:
1 N -0.5217 0.9578 -0.6027  S5 1.761, H6 1.010, H7 0.989
2 N -0.2006 -1.4458 0.5246  S5 1.568, H8 1.067
3 O 1.3016 -0.6952 -1.2028  S5 1.393
4 O 1.4726 0.4975 0.8797  S5 1.469
5 S 0.6343 -0.2556 -0.0623  N1 1.761, N2 1.568, O3 1.393, O4 1.469
6 H -1.0011 1.4343 0.1475  N1 1.010
7 H -1.1719 0.3471 -1.0301  N1 0.989
8 H -0.5130 -0.8400 1.3461  N2 1.067

Structure (SMILES): N=[S@](N)(=O)[O-]
Molar mass in g/mol: 95.10
Net charge: -1
HOMO in hartree: -0.143

Okay, here come the natural (NBO) numbers, in e, for every atom: N -1.088; N -1.224; O -1.019; O -1.045; S 2.373; H 0.352; H 0.353; H 0.298

***

## 2
This record from the Open Molecules 2025 dataset describes 2 unconnected molecules or ions with the total composition H3N2O2S. The level of theory is wB97M-V/def2-TZVPD.

Bonds (Å) are listed after each position.
Atoms and positions in Å:
1 N -1.8707 -0.2117 0.0861  H6 0.925, H7 1.054
2 N 0.0184 0.6479 -0.4896  S5 1.775, H8 1.099
3 O 1.5308 -1.4564 0.2952  S5 1.479
4 O 2.3510 0.8354 -0.1889  S5 1.502
5 S 1.3269 -0.0078 0.5145  N2 1.775, O3 1.479, O4 1.502
6 H -1.7496 -0.5405 -0.7697  N1 0.925
7 H -1.3642 -0.9193 0.6808  N1 1.054
8 H -0.2427 1.6526 -0.1285  N2 1.099

Molar mass in g/mol: 95.10
Net charge: -1
HOMO (spin up / spin down) in hartree: -0.134 / -0.135

Okay, here come the natural (NBO) numbers, in e, for every atom: N -0.764; N -0.724; O -1.027; O -1.013; S 1.527; H 0.315; H 0.330; H 0.356

***

Quick one: most stable of them? 1